Computed, not measured: a 4-piece molecular cluster, C2H12N2O3 overall at a distorted geometry, with ωB97M-V/def2-TZVPD.

Results
**E**: -11390.8387 eV
**Gap between HOMO and LUMO**: 9.59 eV
**ΔE to the lowest compared entry with this formula, charge and spin**: 0.9102 eV
**Charge**: 0

Last column: Löwdin charge in e.
Atoms and positions in Å:
C1 -1.0962 -0.3807 0.9229  -0.216
C2 0.1862 -0.4351 1.2185  -0.221
N1 0.7104 -1.2044 2.2838  0.027
N2 -1.6271 0.2037 -0.2717  -0.001
H1 -1.7657 -0.8650 1.6348  0.111
H2 0.9448 0.1401 0.6983  0.100
H3 1.3839 -0.6915 2.8480  0.079
H4 0.0247 -1.3875 3.0049  0.074
H5 -1.8466 -0.5836 -0.8831  0.062
H6 -2.5113 0.6555 -0.0873  0.089
H7 -0.0464 -1.6785 -1.2389  0.010
H8 -0.6673 -2.1194 -2.5650  0.041
O1 -0.7429 -2.1806 -1.6257  -0.027
H9 0.5062 2.6821 -0.0740  0.043
H10 -0.4652 1.6421 -0.6932  0.004
O2 0.0746 2.4485 -0.8999  -0.086
H11 1.7048 1.7940 -1.4907  -0.010
H12 2.6267 0.5439 -1.2001  0.003
O3 2.6065 1.4165 -1.5815  -0.080

***

Computed, not measured: a 4-piece molecular cluster, C2H12N2O4 overall at a distorted geometry, with ωB97M-V/def2-TZVPD.

Results
**E**: -13430.9355 eV
**Gap between HOMO and LUMO**: 4.31 eV
**ΔE to the lowest compared entry with this formula, charge and spin**: 9.4818 eV
**Charge**: 0

Last column: Löwdin charge in e.
Atoms and positions in Å:
N1 1.7741 0.5095 -0.7701  0.110
C1 0.6079 -0.1121 -1.3901  -0.142
C2 -0.3094 -0.6267 -0.3063  -0.424
N2 0.2661 -1.9051 0.1991  0.227
O1 -1.5867 -0.9048 -0.7296  0.009
H1 2.5816 0.8432 -1.3014  0.111
H2 1.6791 1.0698 0.0749  0.018
H3 0.0689 0.5781 -2.0268  0.138
H4 1.0012 -0.8887 -2.0643  0.134
H5 0.7060 -1.8502 1.0789  0.072
H6 -0.2466 -2.7374 0.1412  0.093
H7 -2.2587 0.0397 -1.6546  0.003
H8 -3.8063 0.7111 -1.8014  0.000
O2 -2.8833 0.8424 -1.9540  -0.119
H9 -0.4543 0.0804 0.5195  0.165
H10 1.4959 2.2414 1.9845  0.036
O3 0.7478 1.8696 1.3723  -0.328
H11 0.2780 0.4643 2.1715  -0.055
H12 0.0728 0.1242 3.7023  0.127
O4 0.2658 -0.3485 2.7545  -0.176

***

Computed, not measured: a 3-piece molecular cluster, C2H12NO2 overall at a distorted geometry, with ωB97M-V/def2-TZVPD.

Results
**E**: -7847.8597 eV
**Gap between HOMO and LUMO**: 12.61 eV
**ΔE to the lowest compared entry with this formula, charge and spin**: 0.2863 eV
**Charge**: +1

Last column: Löwdin charge in e.
Atoms and positions in Å:
C1 1.2193 1.6524 0.6436  -0.068
C2 1.3697 0.3336 -0.0913  -0.174
N1 0.0235 -0.3456 -0.2856  0.154
H1 0.2065 2.0621 0.5737  0.083
H2 1.8797 2.3869 0.1954  0.087
H3 1.4166 1.5663 1.7215  0.090
H4 2.0683 -0.3879 0.2929  0.126
H5 1.6679 0.5425 -1.1147  0.125
H6 -0.5402 0.2832 -0.8557  0.156
H7 0.1013 -1.2564 -0.7738  0.145
H8 -0.4788 -0.5350 0.6061  0.103
H9 -1.7541 -0.8083 2.6686  0.076
H10 -1.2521 0.7176 2.4848  0.068
O1 -1.4142 -0.1357 2.0764  -0.029
H11 -1.2185 -2.4684 -3.2986  0.065
H12 -2.1006 -1.7943 -2.2580  0.051
O2 -1.1942 -1.8130 -2.5851  -0.056

***

Computed, not measured: a 4-piece molecular cluster, C2H12NO3 overall at a distorted geometry, with ωB97M-V/def2-TZVPD.

Results
**E**: -9894.6108 eV
**Gap between HOMO and LUMO**: 10.70 eV
**ΔE to the lowest compared entry with this formula, charge and spin**: 0.8331 eV
**Charge**: +1

Last column: Löwdin charge in e.
Atoms and positions in Å:
C1 -0.5265 -0.4331 -0.8898  -0.019
C2 1.0937 1.1739 -0.2755  0.191
N1 0.8222 0.0992 -0.8834  0.034
H1 -0.7215 -1.2218 -0.1696  0.095
H2 -0.8837 -0.7608 -1.8611  0.110
H3 -1.1964 0.3325 -0.5012  0.072
H4 0.3346 1.7843 0.2116  0.099
H5 2.1148 1.5385 -0.2196  0.129
H6 1.5196 -0.5072 -1.2853  0.093
H7 -1.3877 -0.5456 3.0166  0.071
H8 -2.5664 -0.8383 2.0891  0.071
O1 -1.6556 -0.5223 2.0926  -0.042
H9 3.7578 -1.8284 -1.7081  0.078
H10 2.4865 -2.5855 -1.7646  0.073
O2 2.8262 -1.7305 -1.4677  -0.038
H11 -2.4330 2.6620 1.3123  0.059
H12 -1.9233 1.2353 1.2563  -0.006
O3 -1.6614 2.1479 1.0474  -0.071

***

Computed, not measured: C2H12NO4 as an isolated structure at a distorted geometry, with ωB97M-V/def2-TZVPD.

Results
**E**: -11949.2029 eV
**Gap between HOMO and LUMO**: 9.15 eV
**ΔE to the lowest compared entry with this formula, charge and spin**: 0.9991 eV
**Charge**: -1

Last column: Löwdin charge in e.
Atoms and positions in Å:
C1 1.4327 -0.5973 1.4234  -0.137
N1 1.2779 0.8183 1.0448  -0.094
C2 1.9075 1.1071 -0.2538  -0.363
O1 1.9745 0.0626 -1.1891  -0.156
H1 1.9453 -0.4641 2.3829  0.060
H2 1.8559 -1.3703 0.7918  0.071
H3 0.4875 -1.0263 1.6951  0.051
H4 0.3145 1.1220 0.9519  0.081
H5 2.9094 1.5611 -0.0691  0.101
H6 1.3042 1.8997 -0.7185  0.105
H7 -3.3120 -0.4736 0.7490  -0.006
H8 -2.0511 -1.0319 1.1657  -0.017
O2 -2.9747 -1.1335 1.3829  -0.123
H9 -0.7420 -1.4162 -1.7618  0.008
H10 0.9590 -0.2453 -1.2508  0.061
O3 -0.5326 -0.4738 -1.8441  -0.239
H11 -1.3875 0.0993 -1.2554  -0.018
H12 -2.8625 1.2509 -0.9218  -0.049
O4 -2.3259 0.5693 -0.5112  -0.335

***

Computed, not measured: C2H12NaO6 as an isolated structure at a distorted geometry, with ωB97M-V/def2-TZVPD.

Results
**E**: -18961.2570 eV
**Gap between HOMO and LUMO**: 2.44 eV
**ΔE to the lowest compared entry with this formula, charge and spin**: 5.4169 eV
**Charge**: -1

Last column: Löwdin charge in e.
Atoms and positions in Å:
Na1 -0.2780 0.5225 -0.1365  0.050
O1 2.9121 1.5995 1.8078  -0.447
C1 2.6301 0.2065 1.6058  -0.442
C2 1.2918 -0.3551 1.0626  -0.388
O2 0.0948 0.2437 1.5262  -0.346
H1 2.8625 -0.2098 2.5859  0.059
H2 3.4402 -0.1054 0.9466  0.054
H3 1.2075 -1.4252 1.2517  0.083
H4 1.2622 -0.1487 -0.0073  0.064
O3 -1.9384 0.1646 0.4968  -0.108
H5 -2.2792 -0.6255 0.0773  0.064
H6 -2.7178 0.6751 0.7161  0.088
O4 -0.2783 -1.4390 -0.2619  -0.091
H7 -0.3487 -1.7503 0.6405  0.072
H8 -0.8296 -2.0376 -0.7659  0.077
O5 -2.1941 0.2103 -1.6857  -0.049
H9 -1.8125 1.0217 -1.3506  0.039
H10 -2.9714 0.4919 -2.1680  0.068
O6 0.1312 0.7302 -1.8598  -0.020
H11 -0.1974 1.6107 -1.6782  0.077
H12 0.0130 0.6198 -2.8033  0.096

***

Computed, not measured: a 4-piece molecular cluster, C2H12O3S2 overall at a distorted geometry, with ωB97M-V/def2-TZVPD.

Results
**E**: -30080.0748 eV
**Gap between HOMO and LUMO**: 8.54 eV
**ΔE to the lowest compared entry with this formula, charge and spin**: 2.1547 eV
**Charge**: 0

Last column: Löwdin charge in e.
Atoms and positions in Å:
C1 2.3103 1.9557 0.5005  -0.207
C2 1.5909 1.2549 1.5809  -0.610
S1 -0.1973 0.7820 1.2325  0.427
S2 -1.5141 2.2830 2.2627  0.335
H1 2.6011 1.3252 -0.3832  0.095
H2 3.1728 2.4606 0.9794  0.079
H3 1.8520 2.9114 0.2114  0.079
H4 1.5718 1.9624 2.5305  0.105
H5 1.9237 0.2262 2.0269  0.089
H6 -2.1252 2.2566 1.0818  -0.244
H7 -1.8981 -1.1549 0.3607  -0.028
H8 -1.0768 -2.0637 1.1592  0.071
O1 -1.9993 -2.0896 0.6756  -0.141
H9 -1.3624 -3.0340 -2.8492  0.040
H10 -1.3913 -4.3446 -2.1012  0.028
O2 -0.9534 -3.9425 -2.8665  -0.089
H11 -1.5649 -0.1565 -2.2535  0.073
H12 -0.3260 -0.2751 -1.6187  -0.024
O3 -0.6137 -0.3574 -2.5298  -0.079

***

Computed, not measured: a 4-piece molecular cluster, C2H12O3S2 overall at a distorted geometry, with ωB97M-V/def2-TZVPD.

Results
**E**: -30081.3095 eV
**Gap between HOMO and LUMO**: 8.99 eV
**ΔE to the lowest compared entry with this formula, charge and spin**: 0.9201 eV
**Charge**: 0

Last column: Löwdin charge in e.
Atoms and positions in Å:
C1 0.5404 2.0674 -0.8912  -0.168
C2 0.1658 0.7030 -1.4780  -0.615
S1 1.5724 -0.4577 -1.4202  0.423
S2 0.6029 -2.2081 -0.7811  0.312
H1 1.1783 1.9167 -0.0223  0.046
H2 1.0473 2.7027 -1.6093  0.070
H3 -0.3573 2.5419 -0.4786  0.070
H4 -0.7078 0.2761 -1.0203  0.038
H5 -0.0616 0.8584 -2.5353  0.061
H6 -0.2166 -2.2147 -1.8349  -0.200
H7 -2.6544 -0.1417 1.3200  0.011
H8 -1.6535 -0.1206 2.3797  0.032
O1 -2.3031 -0.7391 1.9959  -0.067
H9 1.3289 -0.6855 1.9707  0.030
H10 0.4559 0.4588 1.5954  0.005
O2 1.2846 0.2756 2.0588  -0.067
H11 -3.5690 2.6112 0.8213  0.040
H12 -3.6562 1.7096 2.0636  0.033
O3 -3.0902 2.3433 1.6108  -0.055

***

Computed, not measured: a 5-piece molecular cluster, C2H12O4 overall at a distorted geometry, with ωB97M-V/def2-TZVPD.

Results
**E**: -10456.5601 eV
**Gap between HOMO and LUMO (spin up / spin down)**: 2.26 / 6.58 eV
**ΔE to the lowest compared entry with this formula, charge and spin**: 1.1049 eV
**Charge**: -1
**2S+1**: 2

Last column: Löwdin spin population.
Atoms and positions in Å:
C1 0.9949 0.1453 2.2662  0.358
C2 -0.1811 -0.6099 2.5853  0.353
H1 1.9003 -0.3422 2.5993  0.029
H2 1.0034 1.1691 1.8725  0.038
H3 -1.1936 -0.3992 2.2364  0.044
H4 0.0222 -1.5675 3.0433  0.043
H5 -1.5845 0.6479 -0.6721  0.001
H6 -2.7356 0.2822 -1.6410  0.002
O1 -2.2944 -0.0018 -0.8349  0.021
H7 -0.9716 -1.2606 -1.3369  0.003
H8 -0.3778 -2.5716 -1.1887  0.013
O2 -0.2880 -1.8106 -1.7808  0.037
H9 1.8650 0.7018 -2.5265  0.007
H10 1.3974 -0.5761 -1.6335  0.004
O3 1.9417 0.2244 -1.6963  0.026
H11 0.0093 2.2006 0.2980  0.002
H12 0.6163 1.5905 -0.9115  0.003
O4 -0.1239 2.1778 -0.6790  0.015

***

Computed, not measured: a 5-piece molecular cluster, C2H12O4 overall at a distorted geometry, with ωB97M-V/def2-TZVPD.

Results
**E**: -10447.4568 eV
**Gap between HOMO and LUMO (spin up / spin down)**: 5.55 / 2.76 eV
**ΔE to the lowest compared entry with this formula, charge and spin**: 1.3361 eV
**Charge**: +1
**2S+1**: 2

Last column: Löwdin spin population.
Atoms and positions in Å:
C1 -6.1508 1.0055 3.5874  0.433
C2 -5.0102 1.7029 3.8602  0.450
H1 -6.6645 1.0876 2.6341  0.026
H2 -6.5880 0.3327 4.3293  0.031
H3 -4.2398 1.7350 3.0771  0.031
H4 -4.5576 2.0998 4.7687  0.029
H5 1.2430 0.3945 -0.9350  0.000
H6 1.0603 1.1659 0.2621  0.000
O1 1.7832 0.7745 -0.2276  0.000
H7 4.0655 0.7596 -2.1370  0.000
H8 3.5097 0.1702 -0.9129  0.000
O2 4.2786 0.0718 -1.4954  0.000
H9 2.6670 -3.4598 -1.0840  0.000
H10 3.1747 -2.0838 -1.6388  0.000
O3 2.4367 -2.7076 -1.6327  0.000
H11 0.7459 -0.3745 -3.5175  0.000
H12 0.1623 -1.1290 -2.3661  0.000
O4 0.4253 -0.2323 -2.6179  0.000